Record 1
{"formula": "C3HO3Pt", "method": "ωB97M-V with the def2-TZVPD basis set", "e_homo_ev": [-14.5, -14.5], "total_charge": 1, "total_energy_ev": -12495.398, "homo_lumo_gap_ev": [8.4, 6.2], "multiplicity": 3, "species": ["C", "C", "O", "H", "O", "C", "O", "Pt"], "xyz": [[-0.78, 0.65, 1.13], [-0.14, -0.35, 1.38], [-1.13, 1.59, 0.25], [-2.02, 1.45, -0.08], [1.02, -1.27, 1.01], [1.50, -1.28, -0.23], [0.73, -0.93, -1.14], [0.82, 0.14, -2.31]]}

=====

Record 2
{"formula": "C3HO3Sc", "method": "ωB97M-V with the def2-TZVPD basis set", "de_lowest_ev": 1.021, "e_homo_ev": [-11.9, -11.9], "total_charge": 1, "total_energy_ev": -29956.143, "homo_lumo_gap_ev": [5.1, 5.1], "multiplicity": 2, "species": ["C", "C", "O", "H", "O", "Sc", "O", "C"], "xyz": [[-0.01, 0.87, 0.31], [-0.70, -0.02, 1.08], [-0.59, 1.85, -0.41], [-1.53, 1.93, -0.22], [1.21, 0.54, -0.02], [2.92, 0.02, 1.11], [-1.21, -2.67, -0.82], [-0.09, -2.53, -1.04]]}

=====

Record 3
{"formula": "C3HO4", "method": "ωB97M-V with the def2-TZVPD basis set", "de_lowest_ev": 0.512, "e_homo_ev": -5.0, "smiles": "O=C([O-])[C@@H]1OC1=O", "total_charge": -1, "total_energy_ev": -11317.597, "homo_lumo_gap_ev": 8.9, "species": ["O", "C", "O", "C", "O", "C", "O", "H"], "xyz": [[2.27, -0.23, -0.83], [1.62, -1.01, -0.12], [1.98, -2.00, 0.53], [0.02, -0.60, 0.02], [-0.83, -1.32, 1.06], [-1.18, -1.36, -0.18], [-1.92, -1.92, -0.97], [-0.19, 0.48, 0.03]]}